# C32H73F7IN3O15

A 9-piece molecular cluster, C32H73F7IN3O15 overall at a distorted geometry (the ωB97M-V functional and the def2-TZVPD basis, OMol25).

XYZ file:
```
131
C32H73F7IN3O15 | OMol25 | the ωB97M-V functional and the def2-TZVPD basis
H 2.242 -4.134 4.913
N 2.608 -3.351 4.372
C 2.229 -3.437 3.179
C 2.654 -2.380 2.200
C 1.420 -1.644 1.567
F 0.343 -2.041 2.444
N 1.062 -2.067 0.284
C 0.722 -3.261 0.021
C 1.688 -4.327 -0.462
C -0.709 -3.733 0.077
O 1.569 -0.291 1.770
C 1.534 0.668 0.731
C 1.933 2.006 1.437
C 1.536 2.065 2.918
O 2.060 3.320 3.406
C 1.073 4.180 3.942
C 0.576 5.180 2.895
C 0.224 0.827 -0.057
C -1.067 1.248 0.646
O -1.026 2.560 1.180
C -1.709 0.250 1.602
F -3.018 0.647 1.760
F -1.216 0.209 2.797
F -1.777 -0.923 1.018
C 2.642 0.531 -0.410
C 4.034 0.106 0.110
C 4.730 -0.977 -0.713
O 3.917 -2.088 -1.054
C 6.018 -1.427 -0.044
F 6.837 -0.406 0.135
F 6.645 -2.293 -0.837
F 5.826 -1.993 1.138
O 2.714 1.839 -0.974
C 2.926 1.947 -2.310
I 5.058 2.183 -2.884
O 2.376 0.941 -3.060
C 1.702 1.371 -4.240
C 0.189 1.321 -3.963
N -0.598 2.289 -4.738
C -1.785 1.681 -5.362
C -2.736 0.968 -4.387
C -2.675 -0.578 -4.490
O -4.084 1.352 -4.621
H 1.570 -4.257 2.883
H 3.213 -1.654 2.785
H 3.302 -2.795 1.441
H 1.149 -5.235 -0.713
H 2.412 -4.601 0.299
H 2.131 -3.956 -1.387
H -1.116 -3.643 -0.931
H -0.718 -4.757 0.438
H -1.246 -3.118 0.791
H 1.504 2.868 0.941
H 3.013 2.113 1.466
H 2.062 1.313 3.497
H 0.463 2.037 3.074
H 0.260 3.673 4.466
H 1.577 4.785 4.695
H 0.206 6.073 3.400
H -0.187 4.774 2.236
H 1.447 5.508 2.332
H 0.369 1.577 -0.829
H -0.027 -0.077 -0.609
H -1.804 1.315 -0.165
H -1.920 2.915 1.098
H 2.283 -0.249 -1.080
H 4.675 0.982 0.004
H 4.041 -0.097 1.178
H 5.064 -0.545 -1.656
H 4.300 -2.867 -0.631
H 2.500 2.897 -2.619
H 2.051 2.319 -4.653
H 1.914 0.619 -4.997
H -0.139 0.320 -4.227
H 0.016 1.462 -2.895
H -0.970 2.960 -4.072
H -2.379 2.442 -5.868
H -1.449 0.976 -6.122
H -2.499 1.261 -3.355
H -2.619 -1.020 -3.495
H -3.519 -0.958 -5.056
H -1.775 -0.902 -5.014
H -4.607 1.015 -3.882
C -5.463 0.106 -1.020
O -4.747 1.158 -1.673
H -6.150 -0.333 -1.739
H -4.772 -0.663 -0.667
H -6.032 0.500 -0.176
H -4.144 1.538 -1.027
C -1.148 4.409 7.107
O -0.388 5.514 6.618
H -1.810 4.071 6.313
H -0.485 3.593 7.396
H -1.747 4.718 7.968
H 0.193 5.802 7.329
C -5.111 -2.137 3.453
O -4.638 -1.887 2.134
H -5.550 -3.132 3.473
H -4.287 -2.095 4.170
H -5.874 -1.405 3.731
H -4.252 -1.004 2.130
C -0.673 0.620 9.508
O -0.223 1.466 8.454
H -1.247 1.225 10.205
H -1.311 -0.175 9.114
H 0.177 0.178 10.034
H 0.284 0.919 7.844
C -0.657 5.524 -6.660
O -1.918 5.056 -6.199
H -0.831 6.382 -7.305
H -0.031 5.831 -5.818
H -0.144 4.746 -7.229
H -1.753 4.295 -5.633
C -4.343 -5.034 -0.279
O -3.407 -6.075 -0.557
H -4.471 -4.433 -1.175
H -5.306 -5.468 0.005
H -3.970 -4.401 0.530
H -3.310 -6.592 0.248
C -0.201 2.043 -8.665
O -0.587 0.778 -8.134
H 0.354 2.574 -7.895
H 0.439 1.910 -9.541
H -1.082 2.628 -8.940
H -1.077 0.312 -8.819
C 3.126 -7.996 1.432
O 2.419 -7.215 0.469
H 2.465 -8.169 2.277
H 3.419 -8.957 1.003
H 4.016 -7.463 1.776
H 3.014 -7.069 -0.274
```

Calculated values
Multiplicity: 1
Orbital gap: 8.51 eV
LUMO energy: 0.0013 Eh
HOMO: -8.477 eV